# 1
Molecular formula: C6H30N2O7
Method: DFT, ωB97M-V/def2-TZVPD

As for the LUMO energy: 0.011 Eh. For the HOMO-LUMO gap, the calculation gives 8.5710 eV. The calculation puts the total energy at -882.765783 Eh. Its charge is 0. As for the multiplicity: 1. For the energy relative to the best compared isomer or geometry (same formula, charge and spin), the calculation gives 41.9 kcal per mole. Its SMILES is CCC[C@H](C)NCN.O.O.O.O.O.O.O.

Positions of all 45 atoms, in Å:
C -3.029 2.913 -0.665
C -1.865 1.992 -0.263
C -1.037 2.462 0.890
C -0.264 1.307 1.597
C 0.586 1.973 2.727
N 0.618 0.705 0.565
C 1.880 0.089 0.958
N 1.798 -1.335 1.331
H -3.636 2.350 -1.372
H -3.421 3.316 0.262
H -2.652 3.742 -1.268
H -2.277 0.981 -0.119
H -1.172 1.655 -1.040
H -1.637 2.859 1.726
H -0.312 3.262 0.714
H -0.963 0.640 2.106
H 0.033 2.829 3.086
H 0.676 1.310 3.584
H 1.530 2.221 2.259
H 0.091 -0.028 0.105
H 2.289 0.463 1.893
H 2.627 0.181 0.170
H 1.088 -1.526 2.040
H 1.586 -1.976 0.574
O -2.021 -1.906 1.000
H -2.873 -2.328 0.927
H -1.264 -2.504 0.973
O -0.204 -3.826 -0.007
H 0.139 -4.118 -0.856
H 0.193 -4.297 0.723
O -0.200 -2.267 3.227
H -0.314 -1.735 4.021
H -1.084 -2.309 2.833
O 1.565 2.480 -1.696
H 2.464 2.634 -1.406
H 1.107 1.901 -1.067
O 1.202 -2.757 -2.944
H 1.921 -2.231 -3.296
H 0.871 -2.310 -2.159
O 1.165 0.579 -3.672
H 1.969 0.311 -3.252
H 1.152 1.504 -3.345
O -0.399 -0.665 -1.894
H -0.123 -0.102 -2.644
H -0.987 -1.293 -2.327



# 2
Molecular formula: C6H30NO8
Method: DFT, ωB97M-V/def2-TZVPD

As for the LUMO energy: -0.092 Eh. For the HOMO-LUMO gap, the calculation gives 11.1459 eV. The calculation puts the total energy at -902.974619 Eh. Its charge is +1. As for the multiplicity: 1. For the energy relative to the best compared isomer or geometry (same formula, charge and spin), the calculation gives 60.7 kcal per mole.

Positions of all 45 atoms, in Å:
C -0.858 -0.332 1.223
O -0.511 0.581 2.222
C -0.870 0.341 -0.252
C -1.269 -0.558 -1.404
C -0.450 -1.909 -1.541
C -1.055 0.285 -2.709
C -1.665 -0.481 -3.855
N 0.574 0.715 -0.331
H -1.989 -0.586 1.397
H -0.288 -1.274 1.317
H -1.160 0.278 2.932
H -1.314 1.349 -0.105
H -2.419 -0.729 -1.328
H 0.481 -1.758 -2.251
H 0.047 -2.414 -0.670
H -1.017 -2.712 -2.188
H -1.553 1.161 -2.507
H 0.004 0.461 -2.949
H -1.937 -1.523 -3.608
H -1.031 -0.763 -4.688
H -2.534 0.047 -4.388
H 0.858 1.533 -1.091
H 1.156 -0.104 -0.695
H 0.910 1.028 0.571
H 2.828 -1.210 0.067
H 3.816 -0.682 -0.880
O 2.877 -0.667 -0.692
H 3.191 -1.205 2.123
H 1.867 -1.984 1.980
O 2.725 -1.822 1.498
H -1.327 -3.756 1.590
H -0.887 -4.405 2.829
O -1.050 -3.485 2.467
H -2.990 2.283 2.610
H -3.877 2.125 1.553
O -2.968 1.790 1.784
H 2.777 2.205 -0.690
H 2.298 3.063 -1.971
O 2.074 2.838 -1.035
H 2.559 -0.498 4.303
H 2.003 0.538 3.371
O 2.701 -0.162 3.471
H -0.148 4.997 0.895
H -0.556 3.358 1.055
O -0.024 4.042 0.571



# 3
Molecular formula: C6H30O9
Method: DFT, ωB97M-V/def2-TZVPD

As for the LUMO energy: -0.011 Eh. For the HOMO-LUMO gap, the calculation gives 9.9505 eV. The calculation puts the total energy at -923.750064 Eh. Its charge is 0. As for the multiplicity: 1. For the energy relative to the best compared isomer or geometry (same formula, charge and spin), the calculation gives 33.5 kcal per mole. Its SMILES is CC(C)O.CC(C)O.O.O.O.O.O.O.O.

Positions of all 45 atoms, in Å:
C -1.991 9.283 -0.429
C -2.088 10.435 0.546
C -0.991 11.461 0.300
O -3.367 11.059 0.448
H -2.917 8.709 -0.348
H -1.122 8.648 -0.269
H -1.977 9.624 -1.470
H -2.015 10.048 1.563
H -0.023 10.973 0.171
H -0.895 12.127 1.158
H -1.245 12.009 -0.610
H -3.358 11.726 -0.246
C 1.179 8.712 -2.559
C 0.582 9.765 -3.468
C 1.151 11.150 -3.177
O 0.803 9.423 -4.837
H 1.093 8.944 -1.497
H 2.254 8.605 -2.756
H 0.737 7.736 -2.763
H -0.503 9.776 -3.353
H 0.618 11.896 -3.760
H 2.213 11.124 -3.445
H 1.155 11.422 -2.120
H 1.744 9.252 -4.944
O 1.361 13.894 1.326
H 2.006 14.405 1.828
H 0.670 13.674 1.960
O 0.964 14.370 -1.628
H 0.843 13.818 -0.846
H 0.537 15.206 -1.402
O 2.928 11.486 0.418
H 2.313 10.807 0.129
H 2.381 12.178 0.813
O 3.192 14.707 -3.503
H 2.514 14.477 -2.850
H 2.761 15.340 -4.085
O -3.112 16.181 -1.470
H -2.179 16.049 -1.266
H -3.241 17.129 -1.391
O -0.291 16.826 -0.680
H -0.245 17.252 0.181
H 0.152 17.435 -1.284
O 3.134 16.585 -1.259
H 2.706 15.890 -0.749
H 3.497 16.102 -2.018



# 4
Molecular formula: C6H31NO10
Method: DFT, ωB97M-V/def2-TZVPD

As for the LUMO energy (alpha / beta): -0.106 / -0.306 Eh. For the HOMO-LUMO gap (alpha / beta), the calculation gives 10.1456 / 4.6983 eV. The calculation puts the total energy at -1053.960518 Eh. Its charge is +1. As for the multiplicity: 2. For the energy relative to the best compared isomer or geometry (same formula, charge and spin), the calculation gives 95.2 kcal per mole.

Positions of all 48 atoms, in Å:
C 4.880 2.237 3.015
O 3.643 1.821 3.505
C 2.676 1.586 2.501
C 1.372 1.400 3.315
N 1.503 0.373 4.342
C 1.806 -0.972 3.758
C 0.686 -1.635 2.987
O 0.595 -0.848 1.766
C 0.075 -1.443 0.573
H 4.797 3.245 2.609
H 5.307 1.439 2.407
H 5.538 2.469 3.852
H 3.053 0.684 2.019
H 2.621 2.188 1.594
H 0.479 1.362 2.690
H 1.327 2.351 3.845
H 0.518 0.427 4.559
H 2.045 -1.541 4.656
H 2.725 -1.054 3.179
H -0.248 -1.634 3.549
H 0.921 -2.657 2.688
H -0.735 -2.138 0.795
H 0.914 -1.695 -0.076
H -0.391 -0.585 0.086
O -3.597 2.044 -4.659
H -2.796 2.086 -4.136
H -3.437 2.642 -5.389
O -1.210 2.630 -3.215
H -1.121 1.804 -2.739
H -0.316 2.966 -3.282
O -2.666 -0.721 -4.557
H -3.144 -1.485 -4.236
H -3.338 -0.049 -4.672
O -1.341 0.036 -2.104
H -1.780 -0.221 -2.915
H -1.974 -0.167 -1.414
O -3.598 -0.652 -0.308
H -3.335 -0.236 0.513
H -4.452 -0.269 -0.508
O -3.511 -2.725 -2.273
H -3.292 -2.079 -1.601
H -4.214 -3.246 -1.884
O -0.164 -2.781 -2.976
H -0.410 -2.231 -3.720
H -0.994 -2.988 -2.547
O 1.737 0.416 -1.858
H 0.786 0.325 -1.919
H 2.062 -0.483 -1.815



# 5
Molecular formula: C6H32N12O10
Method: DFT, ωB97M-V/def2-TZVPD

As for the LUMO energy: -0.002 Eh. For the HOMO-LUMO gap, the calculation gives 9.4358 eV. The calculation puts the total energy at -1657.388860 Eh. Its charge is 0. As for the multiplicity: 1. For the energy relative to the best compared isomer or geometry (same formula, charge and spin), the calculation gives 116.6 kcal per mole. Its SMILES is NC(N)=O.NC(N)=O.NC(N)=O.NC(N)=O.NC(N)=O.NC(N)=O.O.O.O.O.

Positions of all 60 atoms, in Å:
N 1.977 0.135 5.430
C 1.392 1.282 5.383
N 0.179 1.226 5.058
O 1.872 2.338 5.599
H 1.463 -0.686 5.144
H 2.987 0.173 5.416
H -0.303 0.341 5.130
H -0.378 2.065 4.989
N 4.019 5.557 1.712
C 3.502 6.537 0.992
N 3.914 7.737 1.330
O 2.693 6.405 0.103
H 4.709 5.790 2.411
H 3.797 4.592 1.512
H 4.564 7.954 2.072
H 3.509 8.558 0.904
N -1.933 -4.917 -7.630
C -1.399 -5.478 -6.600
N -2.235 -5.335 -5.655
O -0.359 -6.113 -6.584
H -1.366 -4.703 -8.438
H -2.875 -4.554 -7.591
H -1.787 -5.716 -4.834
H -2.615 -4.400 -5.673
N -4.158 -1.429 2.156
C -4.145 -1.964 3.347
N -5.400 -2.208 3.726
O -3.144 -2.133 4.090
H -3.276 -1.212 1.715
H -5.031 -1.277 1.672
H -6.135 -2.415 3.065
H -5.518 -2.508 4.683
N -0.064 0.121 -0.471
C 0.430 -1.083 -0.541
N 0.069 -1.734 -1.586
O 1.204 -1.560 0.314
H 0.192 0.679 0.331
H -0.629 0.459 -1.237
H 0.254 -2.723 -1.674
H -0.325 -1.144 -2.305
N -1.575 4.493 1.037
C -2.417 4.634 0.033
N -1.799 5.006 -1.114
O -3.586 4.225 0.020
H -2.069 4.598 1.912
H -0.681 4.947 0.921
H -0.799 5.110 -1.020
H -2.346 5.059 -1.962
O 5.844 -0.041 -1.318
H 4.998 -0.479 -1.229
H 6.474 -0.656 -0.943
O -0.028 -7.095 -2.003
H 0.594 -7.724 -2.370
H 0.210 -7.034 -1.078
O -2.608 -0.398 -4.839
H -3.459 -0.651 -4.481
H -2.805 -0.058 -5.711
O 5.690 -3.587 1.910
H 4.735 -3.536 1.953
H 5.977 -3.470 2.816



# 6
Molecular formula: C6H32N12O10
Method: DFT, ωB97M-V/def2-TZVPD

As for the LUMO energy: -0.005 Eh. For the HOMO-LUMO gap, the calculation gives 9.5001 eV. The calculation puts the total energy at -1657.353347 Eh. Its charge is 0. As for the multiplicity: 1. For the energy relative to the best compared isomer or geometry (same formula, charge and spin), the calculation gives 138.9 kcal per mole. Its SMILES is NC(N)=O.NC(N)=O.NC(N)=O.NC(N)=O.NC(N)=O.NC(N)=O.O.O.O.O.

Positions of all 60 atoms, in Å:
N -3.789 0.790 7.700
C -2.744 0.306 6.971
N -2.999 0.590 5.801
O -1.829 -0.361 7.388
H -3.793 0.623 8.696
H -4.301 1.506 7.205
H -3.688 1.306 5.619
H -2.387 0.339 5.039
N -1.378 -4.284 1.487
C -2.410 -3.901 0.890
N -2.816 -4.885 0.177
O -2.904 -2.830 1.061
H -1.046 -3.545 2.089
H -0.963 -5.205 1.475
H -3.659 -4.739 -0.361
H -2.200 -5.661 -0.015
N 2.390 -0.915 3.719
C 3.078 -1.325 2.714
N 3.798 -2.372 2.951
O 3.062 -0.767 1.632
H 1.956 -0.006 3.649
H 2.517 -1.230 4.670
H 3.740 -2.706 3.902
H 4.544 -2.677 2.343
N 5.315 1.058 -3.076
C 5.999 0.527 -3.999
N 6.142 -0.757 -3.770
O 6.440 1.139 -4.946
H 4.872 0.555 -2.320
H 5.236 2.061 -3.172
H 6.615 -1.310 -4.470
H 6.000 -0.980 -2.795
N -0.288 3.729 -4.025
C -0.003 3.624 -5.298
N 0.939 4.543 -5.591
O -0.297 2.683 -6.039
H -0.747 2.963 -3.553
H -0.121 4.634 -3.611
H 1.276 5.082 -4.806
H 1.615 4.374 -6.322
N -0.839 -2.059 -4.836
C -0.067 -2.715 -4.051
N 0.528 -1.905 -3.241
O 0.048 -3.939 -4.158
H -1.353 -2.570 -5.539
H -1.035 -1.072 -4.748
H 1.165 -2.349 -2.595
H 0.446 -0.899 -3.276
O -4.747 3.733 3.244
H -4.450 3.720 2.334
H -5.631 3.366 3.213
O -4.389 0.051 -2.039
H -4.165 -0.508 -1.295
H -4.888 -0.518 -2.625
O -0.883 1.528 0.285
H -1.470 0.786 0.136
H -0.004 1.159 0.200
O 0.577 4.073 3.354
H 0.036 3.640 2.695
H -0.050 4.504 3.935